Record 1
Computed, not measured: C5H14NO as an isolated structure, with ωB97M-V/def2-TZVPD.

Summary:
HOMO-LUMO gap: 7.022 eV
Energy above the lowest of the compared OMol25 structures with the same formula, charge and spin: 5.986 eV
E_LUMO: -0.3072 hartree
Highest occupied orbital energy: -15.4 eV
Energy: -8938.022 eV

```
! RIJCOSX wB97M-V def2-TZVPD def2/J DEFGRID3
* xyz 1 1
C -0.4618 0.8953 1.2836
O 1.5296 2.9121 1.8615
C -0.1563 0.2371 -0.0043
C -0.5733 -1.2434 0.1357
C -0.4766 -2.1087 -1.1188
C -1.3339 -1.5649 -2.2907
N 1.3097 0.3116 -0.1340
H -0.2001 0.3429 2.2024
H -1.1483 1.7714 1.3171
H 0.8557 1.9189 1.6558
H -0.6557 0.7618 -0.8252
H -1.6101 -1.2069 0.5129
H -0.0109 -1.6771 0.9837
H -0.7458 -3.0725 -0.8765
H 0.6184 -2.1609 -1.3827
H -1.3428 -2.2756 -3.0751
H -0.9187 -0.5993 -2.6482
H -2.3448 -1.4875 -1.9944
H 1.7043 0.0492 0.8002
H 0.8093 3.5397 1.5529
H 1.5956 1.3255 -0.2089
*
```

Record 2
Computed, not measured: a 2-piece molecular cluster, C5H14NO overall, with ωB97M-V/def2-TZVPD.

Summary:
HOMO-LUMO gap: 9.907 eV
Energy above the lowest of the compared OMol25 structures with the same formula, charge and spin: 2.122 eV
E_LUMO: -0.1809 hartree
Highest occupied orbital energy: -14.8 eV
Energy: -8941.886 eV

```
! RIJCOSX wB97M-V def2-TZVPD def2/J DEFGRID3
* xyz 1 1
C -1.4063 2.3170 -2.1692
C -1.0359 2.0962 -0.7083
C 0.4025 1.5390 -0.4512
C 0.5490 0.0275 -0.7677
C 0.6150 -0.7962 1.5111
N 0.0948 -0.7851 0.3394
H -0.5545 2.7708 -2.6828
H -1.7829 1.4530 -2.7158
H -2.1860 3.0754 -2.2798
H -0.9809 3.1112 -0.2935
H -1.8302 1.6835 -0.0829
H 0.9579 2.1000 -1.2101
H 0.7210 2.0368 0.4663
H -0.1536 -0.0608 -1.5869
H 1.6021 -0.1994 -0.8960
H 0.4948 -1.6195 2.1986
H 1.3515 -0.0200 1.6916
H -0.7884 -1.2953 0.2754
H 0.4797 -4.0707 2.8298
H 0.9226 -4.4004 1.4038
O 0.8034 -3.6603 2.0074
*
```

Record 3
Computed, not measured: a 2-piece molecular cluster, C5H14NO overall, with ωB97M-V/def2-TZVPD.

Summary:
HOMO-LUMO gap (alpha / beta): 10.672 / 4.224 eV
Energy above the lowest of the compared OMol25 structures with the same formula, charge and spin: 3.549 eV
E_LUMO (alpha / beta): -0.3052 / -0.5420 hartree
Highest occupied orbital energy (alpha / beta): -19.0 / -19.0 eV
Energy: -8926.887 eV

```
! RIJCOSX wB97M-V def2-TZVPD def2/J DEFGRID3
* xyz 2 2
C -0.6346 0.3537 2.7336
C -1.4809 -0.2133 1.6506
C -0.7262 -1.3001 0.8769
C 0.5868 -0.8375 0.1685
C 1.4054 -0.1966 -1.9915
N 0.4043 -0.4940 -1.2535
H -0.8379 1.3928 2.9453
H -0.8225 -0.2514 3.6674
H 0.4735 0.3225 2.6703
H -2.3525 -0.8449 2.1213
H -2.0830 0.4069 0.9595
H -0.4343 -2.0542 1.6219
H -1.3284 -1.7565 0.1135
H 1.0591 0.0009 0.7167
H 1.3421 -1.6197 0.3425
H 1.3111 0.0290 -3.0588
H 2.4317 0.0785 -1.7575
H -0.5138 -0.6605 -1.6573
H 0.2193 2.5551 -2.8448
H -0.1177 2.1285 -1.3332
O 0.5281 2.1167 -2.0259
*
```

Record 4
Computed, not measured: an isolated ion of composition C5H14NO and charge +2, with ωB97M-V/def2-TZVPD.

Summary:
HOMO-LUMO gap (alpha / beta): 11.114 / 3.895 eV
Energy above the lowest of the compared OMol25 structures with the same formula, charge and spin: 2.508 eV
E_LUMO (alpha / beta): -0.2866 / -0.5437 hartree
Highest occupied orbital energy (alpha / beta): -18.9 / -18.7 eV
Energy: -8927.929 eV

```
! RIJCOSX wB97M-V def2-TZVPD def2/J DEFGRID3
* xyz 2 2
C 0.7285 1.6673 -0.3245
O -0.1010 2.7353 -0.0004
C -0.0196 0.3516 -0.1243
C 0.7701 -0.7217 0.6768
C 0.2515 -2.1303 0.3735
C 0.0167 -2.5809 -1.0194
N -1.4010 0.6115 0.4684
H 1.7498 1.6309 0.0964
H 0.9544 1.8038 -1.4101
H 0.4303 3.5634 -0.0361
H -0.3237 -0.1720 -1.0444
H 1.7917 -0.6444 0.2993
H 0.7166 -0.5429 1.7504
H 0.8740 -2.8599 0.9575
H -0.6543 -2.3644 0.9879
H -0.2475 -3.6418 -1.0089
H -0.6712 -2.0771 -1.7062
H 0.9873 -2.5705 -1.5674
H -1.7937 -0.2831 0.7358
H -2.0257 1.0429 -0.2157
H -1.4142 1.1675 1.3260
*
```

Record 5
Computed, not measured: C5H14NO2 as an isolated structure, with ωB97M-V/def2-TZVPD.

Summary:
HOMO-LUMO gap: 7.834 eV
Energy above the lowest of the compared OMol25 structures with the same formula, charge and spin: 0.853 eV
E_LUMO: 0.1476 hartree
Highest occupied orbital energy: -3.8 eV
Energy: -10996.752 eV

```
! RIJCOSX wB97M-V def2-TZVPD def2/J DEFGRID3
* xyz -1 1
C 1.4635 0.5377 -2.1998
C 0.5357 0.8156 -1.0185
N -0.5247 -0.1785 -0.9158
C -1.3837 1.2371 1.1348
C -1.3724 -0.0414 0.2843
C -1.0724 -1.1459 1.3993
O 0.2305 -1.3802 1.7595
H 0.9354 0.5423 -3.1630
H 1.9220 -0.4351 -2.0639
H 2.2485 1.2651 -2.2788
H -0.0374 1.7574 -1.2129
H 1.1807 0.9501 -0.1212
H -0.1585 -1.1214 -0.9967
H -2.4479 1.5371 1.3804
H -0.8512 1.1699 2.0922
H -0.9907 2.0852 0.5416
H -2.4121 -0.1311 -0.0541
H -1.7670 -0.8613 2.2126
H -1.5236 -2.1190 1.0767
H 1.1508 -1.6381 1.0060
H 2.6941 -1.0568 0.7498
O 2.1803 -1.7887 0.3873
*
```

Record 6
Computed, not measured: a 2-piece molecular cluster, C5H14NO2 overall, with ωB97M-V/def2-TZVPD.

Summary:
HOMO-LUMO gap: 10.672 eV
Energy above the lowest of the compared OMol25 structures with the same formula, charge and spin: 1.651 eV
E_LUMO: -0.1371 hartree
Highest occupied orbital energy: -14.4 eV
Energy: -10990.153 eV

```
! RIJCOSX wB97M-V def2-TZVPD def2/J DEFGRID3
* xyz 1 1
O -1.1304 2.2049 -1.3459
C -0.7773 1.2205 -0.7506
C 0.7421 0.9852 -0.5900
C 1.0988 0.1385 0.6329
C 0.2452 -1.1534 0.6824
C 0.4067 -2.0698 -0.5224
N 1.3040 2.3782 -0.4548
H -1.5013 0.4982 -0.3498
H 1.1797 0.5080 -1.4567
H 0.8739 0.6618 1.5726
H 2.1585 -0.1310 0.6401
H 0.7295 -1.6801 1.5140
H -0.7389 -0.9450 1.0748
H 1.4701 -2.1619 -0.7533
H -0.1622 -1.8072 -1.4126
H 0.1113 -3.0749 -0.2380
H 2.3042 2.3579 -0.2380
H 1.1890 2.9014 -1.3249
H 0.8362 2.8629 0.3146
H -3.1955 -1.1837 1.7456
H -3.9889 -1.4444 0.4800
O -3.1546 -1.0663 0.7801
*
```